Molecular formula: C23H38Cl2N3O4Pr
Method: DFT, ωB97M-V/def2-TZVPD

Geometry (Å):
O (1.0078, 0.9315, -1.7182)
C (1.1359, 1.5254, -2.9445)
C (1.1844, 3.0564, -2.8356)
C (0.8287, 3.6985, -1.6445)
H (0.5703, 3.0984, -0.7689)
C (0.7466, 5.0906, -1.5916)
H (0.4189, 5.5663, -0.6643)
C (1.0550, 5.8623, -2.7169)
H (0.9910, 6.9519, -2.6752)
C (1.4594, 5.2231, -3.8969)
H (1.7009, 5.8115, -4.7850)
C (1.5409, 3.8303, -3.9510)
H (1.8458, 3.3227, -4.8673)
H (2.0603, 1.2028, -3.4604)
C (0.1171, -0.4233, -4.2970)
C (-0.0153, 0.9892, -3.8164)
H (-0.4162, -0.5425, -5.2478)
H (-0.3363, -1.1327, -3.5858)
H (1.1783, -0.6801, -4.4199)
C (-1.1372, 1.7084, -3.9505)
C (-2.3874, 1.2663, -4.6255)
H (-1.1969, 2.7072, -3.4973)
H (-2.5781, 1.9020, -5.5027)
H (-3.2307, 1.3981, -3.9365)
H (-2.3792, 0.2147, -4.9473)
Pr (-0.5460, -0.0606, -0.3506)
Cl (-1.7283, 2.0024, 0.9050)
Cl (-2.6635, -0.7684, -1.8204)
C (-2.9579, -1.3536, 1.4485)
O (-1.7194, -1.6185, 1.3719)
N (-3.8601, -2.1950, 1.9193)
C (-3.4986, -3.5213, 2.4016)
C (-5.2693, -1.8349, 1.9681)
H (-3.3241, -0.3735, 1.0984)
H (-2.4554, -3.7393, 2.1583)
H (-4.1679, -4.2584, 1.9410)
H (-3.6489, -3.5769, 3.4879)
H (-5.3937, -0.8511, 1.5118)
H (-5.6194, -1.8018, 3.0041)
H (-5.8612, -2.5789, 1.4291)
H (1.6558, -5.2410, -1.3358)
H (4.2230, -4.2696, -1.0440)
C (1.6416, -4.4538, -2.1028)
C (3.8928, -3.4537, -1.6955)
N (2.4431, -3.3138, -1.6802)
H (0.6125, -4.1259, -2.2592)
C (1.8482, -2.2692, -1.1121)
O (0.5956, -2.1596, -1.0148)
H (4.3471, -2.5204, -1.3482)
H (2.5237, -1.4826, -0.7318)
H (2.0706, -4.8576, -3.0242)
H (4.2411, -3.6700, -2.7105)
O (1.1694, -0.0902, 1.4360)
C (1.0379, -0.1524, 2.6869)
C (2.2351, -0.2256, 3.5964)
C (2.3509, 0.9834, 4.5243)
C (1.4806, 0.8714, 5.7724)
C (-0.0142, 0.8983, 5.4885)
C (-0.4684, -0.3103, 4.6801)
N (-0.1728, -0.1499, 3.2582)
H (2.1530, -1.1581, 4.1809)
H (3.1013, -0.2830, 2.9304)
H (3.3994, 1.0811, 4.8313)
H (2.1037, 1.9059, 3.9807)
H (1.7213, -0.0714, 6.2828)
H (1.7244, 1.7015, 6.4420)
H (-0.5720, 0.8958, 6.4338)
H (-0.2851, 1.8180, 4.9543)
H (0.0038, -1.2312, 5.0649)
H (-1.5537, -0.4262, 4.7654)
H (-0.9603, -0.2888, 2.6228)

For the HOMO energy (spin up / spin down), the calculation gives -7.495 / -7.499 eV. Its frontier orbital gap (spin up / spin down) is 0.2818 / 0.2819 hartree. The expectation value of S² is 2.002. As for the molar mass: 632.4 g mol⁻¹. The spin multiplicity is 3. The value obtained for the lowest unoccupied orbital energy (spin up / spin down) is 0.2 / 0.2 eV.

Atomic partial charges in e from the Mulliken method, atoms 1 to 4: atom 1 (O): -0.61, atom 2 (C): 0.39, atom 3 (C): -0.49, atom 4 (C): 0.08

---

Molecular formula: C23H38ClIN2O10
Method: DFT, ωB97M-V/def2-TZVPD

Geometry (Å):
C (0.6513, 0.0476, 3.7029)
C (0.5205, -0.8724, 2.6605)
C (0.8754, -0.4753, 1.1810)
C (1.4012, 0.9553, 1.2164)
N (1.8063, 2.0012, 1.3106)
C (1.9293, -1.5169, 0.6879)
C (3.3792, -1.1924, 1.2573)
C (4.3571, -0.6486, 0.1444)
C (4.9308, 0.7897, 0.4005)
O (5.0379, 1.4474, -0.8754)
C (3.8234, 2.0922, -1.2202)
C (-0.5050, -0.4488, 0.3060)
Cl (-1.8965, -0.4542, 1.4865)
I (-0.7821, -2.1570, -0.9814)
C (-0.5480, 0.8613, -0.4659)
N (-0.6760, 1.8865, -0.9230)
H (1.5277, -0.0309, 4.3781)
H (-0.1065, 0.8420, 3.8546)
H (0.1975, -1.9208, 2.8284)
H (1.6564, -2.4906, 1.1410)
H (2.0497, -1.5610, -0.4087)
H (3.8079, -2.1684, 1.5783)
H (3.3449, -0.5647, 2.1683)
H (5.2351, -1.3243, 0.0595)
H (3.8948, -0.6323, -0.8661)
H (5.9801, 0.7135, 0.7585)
H (4.3603, 1.3869, 1.1398)
H (3.7974, 2.3721, -2.2925)
H (2.9755, 1.3756, -1.0744)
H (3.5902, 2.9604, -0.5621)
C (-3.5082, 0.0077, 5.2076)
C (-2.9167, -1.3406, 5.5639)
O (-2.0290, -1.2393, 6.6845)
C (-2.6200, -1.1602, 7.8806)
O (-3.8054, -1.1797, 8.0888)
O (-1.6642, -1.0362, 8.8068)
C (-2.1604, -0.8530, 10.1333)
H (-2.7160, 0.7447, 5.0566)
H (-4.1048, -0.0619, 4.2966)
H (-4.1458, 0.3844, 6.0077)
H (-2.3172, -1.7094, 4.7305)
H (-3.6940, -2.0820, 5.7571)
H (-2.8701, -1.6345, 10.4014)
H (-2.6216, 0.1304, 10.2265)
H (-1.3107, -0.9069, 10.8105)
C (5.6103, -1.2260, -7.0883)
C (5.5923, -2.1754, -5.9081)
O (4.7462, -1.6847, -4.8592)
C (3.4367, -1.8614, -5.0463)
O (2.9191, -2.3971, -5.9921)
O (2.7935, -1.3211, -4.0045)
C (1.3706, -1.3609, -4.1143)
H (5.8775, -0.2183, -6.7637)
H (6.3290, -1.5584, -7.8382)
H (4.6281, -1.1617, -7.5576)
H (6.5932, -2.2512, -5.4835)
H (5.2887, -3.1808, -6.2053)
H (1.0161, -2.3722, -4.3132)
H (1.0367, -0.6780, -4.8959)
H (0.9574, -1.0306, -3.1641)
C (-6.3257, 1.7515, -5.3879)
C (-7.0276, 2.4857, -4.2638)
O (-6.5296, 2.0749, -2.9843)
C (-5.3558, 2.6069, -2.6264)
O (-4.7080, 3.3917, -3.2696)
O (-5.0177, 2.1005, -1.4377)
C (-3.7318, 2.5186, -0.9691)
H (-6.3866, 0.6718, -5.2355)
H (-6.7767, 1.9989, -6.3497)
H (-5.2672, 2.0106, -5.4273)
H (-8.0895, 2.2398, -4.2724)
H (-6.9440, 3.5680, -4.3771)
H (-3.6434, 3.6042, -0.9735)
H (-2.9511, 2.0702, -1.5773)
H (-3.6227, 2.1658, 0.0550)

For the HOMO energy, the calculation gives -8.483 eV. Its frontier orbital gap is 0.2690 hartree. As for the molar mass: 664.9 g mol⁻¹. The value obtained for the lowest unoccupied orbital energy is -1.2 eV.

Atomic partial charges in e from the Mulliken method, atoms 1 to 4: atom 1 (C): -0.74, atom 2 (C): -0.88, atom 3 (C): 2.25, atom 4 (C): -0.80

---

Molecular formula: C23H38N7OP2Ti
Method: DFT, ωB97M-V/def2-TZVPD

Geometry (Å):
Ti (-0.2306, -0.4313, 1.6345)
C (2.4514, 1.5827, 1.2075)
P (0.9477, 1.2389, 0.2050)
C (1.3612, -0.0533, -0.9841)
N (2.6297, 0.1694, -1.4337)
C (3.0506, -0.8151, -2.3192)
C (4.3160, -0.6410, -2.9171)
C (4.8611, -1.6110, -3.7469)
C (4.1038, -2.7954, -4.0260)
C (2.8603, -2.9738, -3.4786)
C (2.2890, -2.0291, -2.5849)
N (1.0116, -2.2533, -2.0671)
C (0.6179, -1.2986, -1.2050)
P (-0.9392, -1.7246, -0.3821)
C (-0.5775, -3.4858, 0.1400)
C (-2.2240, -1.8174, -1.7949)
C (-2.0367, -0.5590, -2.6881)
C (-3.6603, -1.7816, -1.1764)
C (-2.0420, -3.1236, -2.6396)
C (0.6272, 2.9192, -0.6225)
C (-0.7420, 2.9444, -1.3674)
C (1.7318, 3.2787, -1.6543)
C (0.6433, 4.0672, 0.4842)
H (3.2184, 2.0541, 0.6102)
H (2.8205, 0.6333, 1.6408)
H (2.1588, 2.2662, 2.0181)
H (4.8000, 0.2907, -2.6631)
H (5.8457, -1.4810, -4.1992)
H (4.5111, -3.5629, -4.6818)
H (2.2109, -3.8445, -3.7291)
H (-1.5244, -3.9399, 0.4500)
H (0.1366, -3.5390, 0.9861)
H (-0.1576, -4.0354, -0.7100)
H (-2.1269, 0.3976, -2.1169)
H (-2.8113, -0.5566, -3.4567)
H (-1.0421, -0.5875, -3.1551)
H (-3.8339, -0.8725, -0.5244)
H (-3.8885, -2.7036, -0.5982)
H (-4.3492, -1.7522, -2.0264)
H (-0.9565, -3.3374, -2.8727)
H (-2.6177, -3.0234, -3.5985)
H (-2.4623, -4.0064, -2.1135)
H (-0.6469, 2.3681, -2.2794)
H (-0.9880, 3.9945, -1.6601)
H (-1.6149, 2.5658, -0.8080)
H (1.8243, 2.4910, -2.4273)
H (2.7197, 3.3869, -1.2193)
H (1.4550, 4.2114, -2.1798)
H (-0.0695, 3.9186, 1.3348)
H (0.3425, 4.9952, -0.0132)
H (1.6393, 4.2209, 0.8967)
N (2.4802, -2.8397, 3.3666)
C (1.4302, -2.0241, 3.1697)
O (1.3077, -1.4768, 1.9956)
C (0.4157, -1.7610, 4.2503)
C (-0.6489, -0.7935, 3.7281)
H (3.1752, -2.9900, 2.6441)
H (2.5400, -3.3299, 4.2723)
H (0.8788, -1.4000, 5.1877)
H (-0.0374, -2.7370, 4.4644)
H (-0.6421, 0.1857, 4.2224)
H (-1.6557, -1.2314, 3.6733)
N (-4.8238, 3.9173, 3.1229)
C (-3.6945, 3.2023, 3.1582)
N (-2.8267, 3.5448, 4.1350)
N (-3.6393, 2.2290, 2.2327)
C (-2.5851, 1.5885, 2.0337)
N (-1.7332, 0.8525, 1.6479)
H (-5.0249, 4.6871, 3.7588)
H (-5.5328, 3.6083, 2.4574)
H (-3.0878, 4.3291, 4.7220)
H (-1.9386, 3.0799, 4.2699)

For the HOMO energy (spin up / spin down), the calculation gives -16.343 / -16.343 eV. For the relative energy (zero: lowest compared OMol25 entry of this formula, charge and spin), the calculation gives 0.0 kJ/mol. Its frontier orbital gap (spin up / spin down) is 0.2374 / 0.2374 hartree. The total charge is +3. As for the molar mass: 538.4 g mol⁻¹. The value obtained for the lowest unoccupied orbital energy (spin up / spin down) is -9.9 / -9.9 eV.

Atomic partial charges in e from the Mulliken method, atoms 1 to 4: atom 1 (Ti): -1.27, atom 2 (C): -1.60, atom 3 (P): 1.62, atom 4 (C): 0.51

---

Molecular formula: C23H38O11
Method: DFT, ωB97M-V/def2-TZVPD

Geometry (Å):
C (34.1520, 5.9270, 19.5690)
O (32.8840, 6.0800, 18.9460)
H (33.9640, 5.7560, 20.4860)
H (34.8120, 6.6680, 19.5190)
H (34.7440, 5.0000, 19.1300)
H (32.1830, 6.1940, 19.6530)
C (29.4960, 11.8940, 17.7610)
O (29.5500, 12.0690, 19.1720)
H (28.9520, 11.0730, 17.4810)
H (30.4630, 11.5910, 17.3580)
H (29.0180, 12.9310, 17.4360)
H (30.3460, 11.5510, 19.4170)
C (29.1730, 6.7090, 22.1500)
O (30.5510, 6.8820, 22.0230)
H (28.4600, 6.8870, 21.2460)
H (28.8880, 7.2220, 23.1310)
H (29.0810, 5.5230, 22.2340)
H (30.8720, 6.2670, 22.6050)
C (37.4990, 10.5310, 24.2960)
O (36.1170, 10.4490, 24.2460)
H (37.8320, 11.3470, 24.8770)
H (37.9050, 10.6960, 23.3410)
H (37.9220, 9.7670, 24.5700)
H (35.9300, 11.1180, 23.6090)
C (26.9850, 10.0360, 20.9240)
O (27.5910, 9.4770, 19.7050)
H (27.8630, 10.3820, 21.5870)
H (26.4760, 9.3500, 21.6520)
H (26.5330, 10.7930, 20.5050)
H (28.3960, 9.6830, 19.5050)
C (31.1490, 10.1610, 22.4520)
C (32.0940, 11.0050, 23.2410)
C (33.0950, 11.6860, 22.5850)
C (33.2470, 11.5950, 21.1780)
C (32.3190, 10.7800, 20.4010)
C (31.3300, 10.0280, 21.0340)
O (30.4710, 9.2460, 20.3020)
O (33.8400, 12.4600, 23.3920)
H (30.4760, 9.4310, 22.8920)
H (31.8520, 11.0270, 24.3200)
H (33.9930, 12.3150, 20.8220)
H (32.4600, 10.8030, 19.3640)
H (30.5380, 8.4360, 20.7350)
H (33.5080, 12.2880, 24.3610)
C (35.2750, 15.5060, 21.4570)
C (35.4740, 15.5080, 22.8440)
C (36.1040, 16.6260, 23.4360)
C (36.6880, 17.6720, 22.7280)
C (36.6260, 17.5910, 21.3050)
C (35.9060, 16.5080, 20.6530)
O (35.8140, 16.3520, 19.3160)
O (36.1080, 16.6560, 24.8780)
H (34.6480, 14.8370, 20.9780)
H (35.1680, 14.5800, 23.2340)
H (37.4510, 18.4060, 23.1270)
H (37.2430, 18.0910, 20.6690)
H (35.9000, 17.1490, 18.7680)
H (35.7410, 17.4830, 25.2560)
C (32.2500, 15.4450, 28.4670)
C (32.6210, 14.2040, 28.0300)
C (32.6180, 13.8390, 26.6280)
C (32.2640, 14.8200, 25.6920)
C (31.7990, 16.0770, 26.1190)
C (31.7560, 16.4050, 27.5150)
O (31.3350, 17.6230, 27.9310)
O (33.0070, 12.5840, 26.2820)
H (32.3800, 15.5060, 29.4310)
H (32.8870, 13.4920, 28.8930)
H (32.2690, 14.4950, 24.7280)
H (31.3420, 16.7710, 25.3100)
H (30.8100, 18.2070, 27.3600)
H (33.4540, 11.9410, 26.8730)

For the HOMO energy, the calculation gives -8.085 eV. For the relative energy (zero: lowest compared OMol25 entry of this formula, charge and spin), the calculation gives 50.9 kJ/mol. Its frontier orbital gap is 0.3084 hartree. The structure (SMILES) is Oc1ccc(O)cc1.Oc1ccc(O)cc1.Oc1ccc(O)cc1.CO.CO.CO.CO.CO. As for the molar mass: 490.5 g mol⁻¹. The value obtained for the lowest unoccupied orbital energy is 0.3 eV.

Atomic partial charges in e from the Mulliken method, atoms 1 to 4: atom 1 (C): -0.67, atom 2 (O): -0.51, atom 3 (H): 0.30, atom 4 (H): 0.33